{
  "formula": "C3H4N2O2",
  "method": "ωB97M-V/def2-TZVPD",
  "symbols": ["C", "N", "N", "C", "O", "C", "O", "H", "H", "H", "H"],
  "positions_angstrom": [[-1.63, -0.43, 0.12], [-0.35, 0.19, 0.47], [0.71, 0.09, -0.61], [1.93, -0.46, -0.10], [2.04, -0.93, 1.00], [0.17, 1.30, -0.09], [0.25, 2.48, -0.12], [-1.82, -0.41, -0.95], [-1.60, -1.46, 0.48], [-2.41, 0.11, 0.66], [2.72, -0.47, -0.86]],
  "lowdin_charge": [-0.0399, 0.0223, 0.1070, -0.2739, 0.0867, -0.4696, 0.1659, 0.0904, 0.0864, 0.0922, 0.1324],
  "relative_energy_kj_mol": 370.4,
  "lumo_energy_ev": 0.777,
  "total_energy_ha": -376.622736,
  "gap_ha": 0.417,
  "charge": 0,
  "smiles": "CN1C(=O)N1C=O",
  "spin_multiplicity": 1
}